(1)
Here is C12H18N2O3ScTe as an isolated structure from OMol25. Energies are from wB97M-V/def2-TZVPD.

```
37
Properties=species:S:1:pos:R:3:mulliken_charge:R:1
Sc -0.532 1.483 1.330 1.2095
N -0.490 1.345 3.632 -0.5602
N -1.080 0.073 3.859 -0.0955
C -2.094 -0.309 2.958 0.4721
O -2.824 -1.225 3.189 -0.5443
O -2.068 0.418 1.837 -0.4533
H 0.435 1.352 4.051 0.3071
H -1.035 2.092 4.062 0.2964
H -1.259 -0.175 4.823 0.2811
C -0.397 4.572 -0.998 -1.2587
C -1.241 3.979 0.107 0.8830
C -2.254 2.962 -0.394 -1.5499
O -0.390 3.292 1.036 -0.7112
H -1.021 5.123 -1.703 0.3872
H 0.123 3.787 -1.554 0.2555
H 0.350 5.252 -0.594 0.3443
H -1.759 4.776 0.645 0.2247
H -1.751 2.102 -0.876 0.3275
H -2.897 3.360 -1.179 0.4176
H -2.916 2.591 0.394 0.4035
C -0.228 -2.062 -0.308 -0.9146
Te 1.037 -1.079 1.101 0.1275
C 2.490 -1.125 -0.451 -0.9361
C 2.071 -2.315 -1.285 0.5697
C 2.978 -2.950 -2.126 -0.7424
C 2.575 -4.031 -2.893 -0.5551
C 1.266 -4.488 -2.818 -0.5538
C 0.360 -3.862 -1.977 -0.7644
C 0.756 -2.772 -1.210 0.5851
H -0.820 -1.322 -0.845 0.4101
H -0.900 -2.727 0.227 0.5837
H 3.476 -1.236 -0.007 0.4881
H 2.449 -0.187 -1.002 0.3913
H 4.002 -2.602 -2.174 0.4315
H 3.286 -4.525 -3.541 0.4012
H 0.956 -5.340 -3.407 0.4033
H -0.657 -4.228 -1.910 0.4382
```

The value obtained for the LUMO energy is -3.56 eV. The calculated total energy comes out at -49848.930 eV. The net charge is +1. For the energy above the lowest of the compared OMol25 structures with the same formula, charge and spin, the calculation gives 0.239 eV. The frontier orbital gap comes out at 8.50 eV. The HOMO energy is -12.061 eV. Its spin multiplicity is 1.


(2)
Here is a 2-piece molecular cluster, C12H18N3 overall in a non-equilibrium geometry from OMol25. Energies are from wB97M-V/def2-TZVPD.

```
33
Properties=species:S:1:pos:R:3:mulliken_charge:R:1
C -1.430 2.412 0.751 -1.0793
C -2.608 2.185 -0.245 -0.4706
C -2.632 0.782 -0.898 -0.4222
N -1.307 0.335 -1.436 -0.2094
C -1.382 -1.069 -1.582 0.1534
N -2.170 -1.642 -2.492 -0.0113
C -1.996 -3.027 -2.298 -0.3824
C -1.115 -3.222 -1.292 -0.2844
N -0.712 -1.943 -0.825 0.1187
H -0.464 2.296 0.216 0.3035
H -1.501 3.416 1.203 0.3830
H -1.479 1.664 1.571 0.2415
H -3.537 2.254 0.364 0.3164
H -2.706 2.999 -0.991 0.3578
H -3.316 0.853 -1.772 0.2220
H -3.080 0.028 -0.220 0.3409
H -0.555 0.462 -0.757 0.2125
H -2.745 -1.132 -3.149 0.2673
H -2.517 -3.787 -2.887 0.3824
H -0.748 -4.150 -0.850 0.4104
H -0.068 -1.677 -0.089 0.1668
C 2.730 0.296 2.784 -0.5737
C 1.834 -0.040 1.779 0.2307
C 2.277 -0.168 0.468 0.0297
C 3.616 0.031 0.162 -0.8052
C 4.512 0.363 1.168 -0.3731
C 4.068 0.499 2.478 -0.4296
H 2.385 0.399 3.805 0.3713
H 0.787 -0.201 2.019 0.3073
H 1.576 -0.423 -0.321 0.1068
H 3.961 -0.074 -0.859 0.3667
H 5.557 0.516 0.932 0.3763
H 4.767 0.764 3.261 0.3761
```

The value obtained for the LUMO energy is -2.60 eV. The calculated total energy comes out at -17200.004 eV. The net charge is +1. For the energy above the lowest of the compared OMol25 structures with the same formula, charge and spin, the calculation gives 0.324 eV. The frontier orbital gap comes out at 9.48 eV. The HOMO energy is -12.086 eV. Its spin multiplicity is 1.


(3)
Here is C12H18N4O3OsS as an isolated structure in a non-equilibrium geometry from OMol25. Energies are from wB97M-V/def2-TZVPD.

```
39
Properties=species:S:1:pos:R:3:mulliken_charge:R:1
Os 0.466 -0.149 -0.309 0.9131
N -0.841 -0.769 -1.852 -0.5126
C -2.173 -1.080 -1.268 -0.3980
C -2.489 -0.003 -0.273 0.5146
O -3.555 0.429 0.012 -0.4362
N -1.253 0.479 0.291 0.0756
C -1.237 1.762 0.835 -0.6501
C -0.323 2.597 -0.302 0.6959
O -0.645 3.687 -0.585 -0.3949
O 0.636 1.800 -0.701 -0.5531
H -0.932 0.022 -2.490 0.3755
H -0.512 -1.565 -2.392 0.3022
H -2.118 -2.044 -0.761 0.2439
H -2.979 -1.122 -1.999 0.4692
H -0.630 1.853 1.737 0.3149
H -2.207 2.239 0.946 0.3784
C 5.286 0.710 1.098 -1.5428
C 5.096 0.051 -0.287 1.8672
C 5.605 0.984 -1.398 -1.5428
C 5.799 -1.316 -0.335 -1.5480
C 3.652 -0.163 -0.434 0.0461
N 2.519 -0.352 -0.512 -0.5986
H 6.353 0.882 1.238 0.4127
H 4.931 0.063 1.900 0.4049
H 4.773 1.669 1.155 0.4035
H 6.675 1.120 -1.252 0.4127
H 5.121 1.959 -1.353 0.3992
H 5.443 0.556 -2.387 0.4032
H 6.870 -1.145 -0.232 0.4068
H 5.622 -1.823 -1.283 0.4021
H 5.472 -1.962 0.480 0.3948
S 0.594 -4.645 0.604 0.0078
C -0.098 -3.786 1.904 -0.2280
C -0.168 -2.467 1.616 -0.5470
N 0.327 -2.141 0.366 0.0048
C 0.762 -3.215 -0.266 -0.1342
H -0.411 -4.285 2.808 0.4419
H -0.571 -1.698 2.257 0.4147
H 1.195 -3.185 -1.254 0.3805
```

The value obtained for the LUMO energy (spin up / spin down) is -9.71 / -9.66 eV. The calculated total energy comes out at -38124.965 eV. The net charge is +2. For the energy above the lowest of the compared OMol25 structures with the same formula, charge and spin, the calculation gives 0.484 eV. The frontier orbital gap (spin up / spin down) comes out at 6.75 / 6.73 eV. The HOMO energy (spin up / spin down) is -16.456 / -16.383 eV. Its spin multiplicity is 1.


(4)
Here is C12H18N4RuS3 as an isolated structure from OMol25. Energies are from wB97M-V/def2-TZVPD.

```
38
Properties=species:S:1:pos:R:3:mulliken_charge:R:1
Ru -1.190 -0.491 -0.792 0.4186
C -1.801 1.872 1.005 -0.6546
C -1.599 0.824 2.081 -0.8510
N -1.578 -0.537 1.465 -0.1193
C -0.628 -1.494 2.087 -1.0428
C 0.747 -1.367 1.480 0.6246
C 1.900 -1.703 2.159 -0.9853
C 3.116 -1.566 1.503 -0.3604
C 3.148 -1.068 0.210 -0.9819
C 1.953 -0.745 -0.406 0.6887
C 1.892 -0.200 -1.814 -1.2140
N 0.646 0.555 -2.054 -0.0121
C 0.725 2.017 -1.795 -0.9375
C -0.548 2.509 -1.130 -0.6553
N -0.716 1.632 0.039 -0.1081
N 0.787 -0.922 0.219 0.5618
H -1.775 2.873 1.440 0.4333
H -2.763 1.754 0.505 0.3540
H -2.368 0.886 2.848 0.4727
H -0.636 0.985 2.569 0.3645
H -2.510 -0.927 1.565 0.4430
H -1.005 -2.503 1.918 0.3987
H -0.582 -1.342 3.166 0.4668
H 1.854 -2.055 3.182 0.4803
H 4.037 -1.827 2.007 0.4586
H 4.088 -0.922 -0.307 0.4792
H 1.935 -1.031 -2.519 0.4065
H 2.769 0.419 -2.002 0.4642
H 0.392 0.423 -3.026 0.4316
H 0.924 2.566 -2.715 0.4418
H 1.569 2.193 -1.125 0.3906
H -1.410 2.403 -1.785 0.3604
H -0.453 3.562 -0.862 0.4119
H 0.159 1.656 0.558 0.2024
S -3.788 -3.079 -3.432 0.2338
C -2.805 -2.177 -2.464 0.4431
S -1.645 -1.041 -3.018 -0.2651
S -2.841 -2.132 -0.760 -0.2439
```

The value obtained for the LUMO energy (spin up / spin down) is -7.24 / -9.49 eV. The calculated total energy comes out at -53768.416 eV. The net charge is +2. For the energy above the lowest of the compared OMol25 structures with the same formula, charge and spin, the calculation gives 0.080 eV. The frontier orbital gap (spin up / spin down) comes out at 7.95 / 5.98 eV. The HOMO energy (spin up / spin down) is -15.193 / -15.468 eV. Its spin multiplicity is 5.


(5)
Here is C12H18N6OPdS2 as an isolated structure from OMol25. Energies are from wB97M-V/def2-TZVPD.

```
40
Properties=species:S:1:pos:R:3:mulliken_charge:R:1
Pd -0.810 1.643 0.762 -0.3837
C 3.180 0.520 -3.512 -1.1961
C 2.010 1.404 -3.303 1.0569
N 1.555 2.290 -4.126 -0.8363
N 0.472 2.819 -3.483 0.2127
C 0.235 2.280 -2.274 0.2046
S -1.085 2.595 -1.281 -0.3572
N 1.255 1.379 -2.152 0.4954
N 1.424 0.459 -1.106 -0.7222
H 3.547 0.652 -4.526 0.3349
H 2.898 -0.522 -3.364 0.3082
H 3.975 0.763 -2.807 0.3013
H -0.087 3.528 -3.923 0.1778
H 0.675 0.691 -0.418 -0.1192
H 2.305 0.684 -0.654 0.3600
N -0.866 2.889 3.756 -0.3987
C -0.855 1.535 3.772 0.6198
N -0.759 0.819 2.692 -0.2734
C -0.703 -0.541 2.999 -0.8037
C -0.581 -1.575 2.081 -0.1662
C -0.544 -2.876 2.548 -0.6136
C -0.629 -3.158 3.913 -0.3977
C -0.750 -2.134 4.838 -0.5576
C -0.782 -0.831 4.363 0.8455
S -0.907 0.651 5.273 -0.2970
H -0.962 3.292 2.832 0.1502
H -1.252 3.391 4.535 0.2531
H -0.514 -1.360 1.024 0.5396
H -0.444 -3.685 1.835 0.4370
H -0.599 -4.184 4.255 0.3743
H -0.815 -2.344 5.897 0.3705
C -1.282 -0.949 -3.120 -0.9486
C -1.326 -1.447 -1.689 0.0350
O -0.091 -2.045 -1.289 -0.5744
H -2.249 -0.535 -3.410 0.3249
H -1.023 -1.758 -3.804 0.3055
H -0.538 -0.153 -3.224 0.0343
H -2.082 -2.223 -1.569 0.4286
H -1.574 -0.616 -1.016 0.0736
H 0.580 -1.347 -1.327 0.4021
```

The value obtained for the LUMO energy is 0.58 eV. The calculated total energy comes out at -48874.874 eV. For the energy above the lowest of the compared OMol25 structures with the same formula, charge and spin, the calculation gives 0.000 eV. The frontier orbital gap comes out at 7.52 eV. The HOMO energy is -6.935 eV. Its spin multiplicity is 1.


(6)
Here is a 3-piece molecular cluster, C12H18O8P2S overall in a non-equilibrium geometry from OMol25. Energies are from wB97M-V/def2-TZVPD.

```
41
Properties=species:S:1:pos:R:3:mulliken_charge:R:1
C -0.352 0.748 3.225 -0.4387
C -1.008 -0.046 2.387 -0.8118
C -1.801 -0.820 1.188 1.0892
O -0.922 -1.066 0.023 -0.1073
C 0.322 -0.352 0.171 0.0426
O 0.477 0.865 -0.254 -0.4780
P -2.335 -2.532 1.827 0.0588
S -1.301 -4.011 1.020 -0.3886
P -3.229 0.328 0.654 0.1615
C -3.220 1.929 1.730 -0.9467
C -4.940 -0.446 0.968 -1.0451
H 0.295 1.629 3.617 0.3577
H 1.254 -0.864 0.640 0.4257
H -3.714 -2.855 1.590 0.0933
H -2.031 -2.548 3.247 0.1187
H -4.194 2.532 1.519 0.3396
H -3.240 1.588 2.834 0.2990
H -2.292 2.572 1.525 0.2742
H -5.728 0.362 0.703 0.3254
H -5.006 -0.761 2.078 0.3230
H -5.009 -1.386 0.309 0.3227
C 4.139 0.861 1.006 0.0176
C 5.037 -0.280 0.642 -0.2911
O 5.935 -0.345 1.739 -0.3205
C 5.305 0.225 2.805 0.6528
O 5.713 0.187 3.935 -0.5294
O 4.151 0.843 2.424 -0.3051
H 3.124 0.731 0.624 -0.0523
H 4.528 1.824 0.661 0.2710
H 4.499 -1.230 0.568 0.2612
H 5.577 -0.105 -0.291 0.3111
C -0.318 1.084 -4.132 -0.2633
C -0.389 -0.389 -3.877 -0.0486
O 0.061 -0.951 -5.100 -0.3319
C 0.828 -0.006 -5.714 0.6089
O 1.501 -0.209 -6.689 -0.5318
O 0.733 1.196 -5.080 -0.3301
H -0.088 1.653 -3.228 0.2240
H -1.238 1.478 -4.575 0.2714
H 0.282 -0.708 -3.074 0.0939
H -1.403 -0.723 -3.647 0.2769
```

The value obtained for the LUMO energy is -0.46 eV. The calculated total energy comes out at -58522.254 eV. The frontier orbital gap comes out at 8.41 eV. The HOMO energy is -8.864 eV. Its spin multiplicity is 1.


(7)
Here is a 3-piece molecular cluster, C12H18O9 overall in a non-equilibrium geometry from OMol25. Energies are from wB97M-V/def2-TZVPD.

```
39
Properties=species:S:1:pos:R:3:mulliken_charge:R:1
C 2.339 2.482 -2.378 -1.2361
C 1.251 1.497 -2.977 0.2061
C 1.662 0.105 -3.127 -0.4377
O 0.633 -0.729 -2.411 -0.3186
C -0.162 0.129 -1.832 0.7278
O -1.128 -0.301 -1.212 -0.5961
O 0.281 1.348 -1.948 -0.3467
H 2.999 2.675 -3.166 0.4946
H 2.926 1.840 -1.616 0.1992
H 1.893 3.330 -1.994 0.3394
H 1.019 1.834 -3.951 0.3748
H 2.705 -0.390 -2.730 0.2785
H 1.471 0.000 -4.199 0.3160
C -4.297 -2.836 1.612 -1.3015
C -3.361 -2.133 0.635 0.5454
C -1.822 -2.406 0.830 -0.0396
O -1.270 -3.063 -0.102 -0.2219
C -2.287 -3.113 -1.099 0.6018
O -2.103 -3.518 -2.279 -0.6124
O -3.479 -2.763 -0.698 -0.3186
H -4.024 -2.934 2.619 0.3510
H -4.455 -4.055 1.146 0.2598
H -5.308 -2.583 1.561 0.3856
H -3.336 -1.027 0.735 0.2732
H -1.505 -2.883 1.866 0.2917
H -1.109 -1.497 0.951 -0.2336
C 1.647 0.142 1.268 -1.3076
C 1.239 1.603 1.496 0.7418
C 0.850 2.003 2.956 -0.3675
O 1.669 3.039 3.197 -0.3154
C 2.520 3.268 2.315 0.6336
O 3.391 4.111 2.395 -0.6229
O 2.309 2.477 1.287 -0.3542
H 2.063 0.092 0.346 0.2789
H 0.895 -0.736 1.447 0.1751
H 2.544 -0.157 1.858 0.4435
H 0.437 1.761 0.675 0.0549
H 1.145 1.251 3.544 0.3279
H -0.243 2.139 2.977 0.3300
```

The value obtained for the LUMO energy is 0.44 eV. The calculated total energy comes out at -31158.904 eV. For the energy above the lowest of the compared OMol25 structures with the same formula, charge and spin, the calculation gives 5.585 eV. The frontier orbital gap comes out at 10.37 eV. The HOMO energy is -9.938 eV. Its spin multiplicity is 1.


(8)
Here is C12H19AlO7 as an isolated structure in a non-equilibrium geometry from OMol25. Energies are from wB97M-V/def2-TZVPD.

```
39
Properties=species:S:1:pos:R:3:mulliken_charge:R:1
Al 10.591 -14.297 -4.536 1.1651
O 8.018 -14.502 -5.534 -0.4257
H 7.290 -14.834 -4.979 0.2454
O 5.599 -9.603 -7.370 -0.3440
C 5.703 -10.486 -6.593 0.3965
O 6.790 -10.526 -5.742 -0.2970
C 6.820 -11.661 -4.929 0.0568
C 5.466 -12.385 -5.169 -0.1812
C 4.962 -11.801 -6.500 -0.5699
H 6.930 -11.287 -3.909 0.3402
H 7.650 -12.344 -5.257 0.0959
H 4.719 -12.296 -4.387 0.4119
H 5.676 -13.435 -5.387 0.0790
H 3.892 -11.603 -6.446 0.3265
H 5.205 -12.318 -7.427 0.3157
O 9.862 -16.955 -5.010 -0.4804
C 9.009 -17.714 -5.407 0.6068
O 9.286 -18.579 -6.390 -0.3118
C 8.068 -19.259 -6.760 -0.4435
C 7.205 -19.213 -5.489 -0.6157
C 7.563 -17.842 -4.968 -0.0951
H 8.300 -20.301 -6.975 0.3555
H 7.647 -18.815 -7.661 0.2753
H 7.482 -19.927 -4.709 0.3129
H 6.175 -19.486 -5.719 0.3839
H 7.518 -17.660 -3.894 0.1755
H 6.959 -17.048 -5.429 0.0932
O 8.583 -15.391 -2.613 -0.4502
C 7.537 -15.303 -2.021 0.3502
O 7.298 -16.197 -1.031 -0.3620
C 6.102 -15.862 -0.302 -0.4262
C 5.311 -14.978 -1.233 -0.7675
C 6.363 -14.348 -2.152 0.4527
H 6.412 -15.356 0.611 0.2928
H 5.478 -16.729 -0.100 0.3540
H 4.711 -14.229 -0.717 0.3679
H 4.584 -15.558 -1.801 0.3206
H 6.682 -13.338 -1.894 0.3569
H 6.057 -14.395 -3.199 -0.3609
```

The value obtained for the LUMO energy is -13.53 eV. The calculated total energy comes out at -33658.007 eV. The net charge is +2. For the energy above the lowest of the compared OMol25 structures with the same formula, charge and spin, the calculation gives 0.841 eV. The frontier orbital gap comes out at 3.05 eV. The HOMO energy is -16.579 eV. Its spin multiplicity is 1.